# 1
Here is 12 unconnected molecules or ions with the total composition C33H66Cl10O7 in a non-equilibrium geometry from OMol25. Energies are from ωB97M-V with the def2-TZVPD basis set.

Cartesian coordinates (Å):
C (10.229828, 15.294747, 13.153105)
C (10.623502, 14.815268, 14.556242)
C (12.129062, 14.995265, 14.541271)
O (12.438036, 16.117526, 13.688097)
C (11.565836, 15.855549, 12.577283)
H (9.388232, 15.954601, 13.202707)
H (10.025008, 14.397399, 12.545693)
H (10.309386, 13.779952, 14.816620)
H (10.205078, 15.493767, 15.292368)
H (12.576722, 14.085520, 14.143682)
H (12.406420, 15.235871, 15.549603)
H (12.044855, 15.136840, 11.867951)
H (11.406580, 16.835590, 12.062373)
C (8.909977, 8.110584, 10.337255)
C (9.013686, 9.529653, 9.812170)
C (8.292721, 10.286065, 10.944311)
O (8.138882, 9.414033, 12.010647)
C (7.775767, 8.196350, 11.381657)
H (9.800850, 7.745124, 10.821246)
H (8.606685, 7.372904, 9.523514)
H (8.459415, 9.601895, 8.914803)
H (10.021600, 9.909080, 9.761799)
H (7.345902, 10.648103, 10.680574)
H (8.824952, 11.175011, 11.286388)
H (6.824048, 8.380390, 10.918202)
H (7.683798, 7.349310, 12.058628)
C (13.935653, 19.216728, 17.519743)
C (12.530258, 18.562557, 17.641282)
C (12.715101, 17.500745, 16.610854)
O (14.024029, 17.023353, 16.664762)
C (14.909216, 18.002539, 17.124968)
H (14.295061, 19.695342, 18.463913)
H (14.066106, 20.078085, 16.800503)
H (11.851695, 19.266974, 17.189830)
H (12.351788, 18.184600, 18.646890)
H (12.567444, 17.861299, 15.619657)
H (11.980365, 16.691452, 16.671757)
H (15.622493, 18.261067, 16.313406)
H (15.476656, 17.582502, 18.002771)
C (12.085404, 10.919988, 13.272972)
C (12.866154, 10.919959, 14.557543)
C (13.274465, 9.508664, 14.699695)
O (12.159192, 8.747471, 14.162093)
C (11.793254, 9.413840, 12.994284)
H (12.670804, 11.346265, 12.495317)
H (11.175145, 11.425995, 13.213837)
H (12.214120, 11.243999, 15.423226)
H (13.750259, 11.644056, 14.521066)
H (13.428138, 9.130044, 15.706002)
H (14.188085, 9.433524, 14.052385)
H (10.694080, 9.322026, 12.791067)
H (12.436224, 9.112928, 12.068435)
C (16.170919, 14.085870, 7.556664)
C (15.320126, 15.315919, 7.787837)
C (14.269388, 14.806223, 8.768540)
O (14.829773, 13.745459, 9.514398)
C (16.056872, 13.334233, 8.928214)
H (17.247516, 14.261102, 7.419153)
H (15.912457, 13.443346, 6.749857)
H (14.895625, 15.599090, 6.804082)
H (15.945049, 16.177764, 8.125333)
H (13.429027, 14.559696, 8.188166)
H (14.019552, 15.585422, 9.421903)
H (16.117117, 12.242924, 8.940762)
H (16.841155, 13.631289, 9.589810)
C (14.099015, 19.084135, 10.514891)
C (14.762543, 18.184535, 11.620410)
C (14.222067, 18.815761, 12.948675)
O (12.854917, 19.111082, 12.516310)
C (12.920242, 19.668572, 11.189800)
H (13.811881, 18.483114, 9.633857)
H (14.856788, 19.835273, 10.151683)
H (15.809849, 18.164261, 11.431704)
H (14.377783, 17.140174, 11.507559)
H (14.714084, 19.775720, 13.171447)
H (14.125876, 18.133144, 13.804730)
H (13.032181, 20.764036, 11.399582)
H (11.951788, 19.456949, 10.684474)
C (9.325114, 8.795057, 15.981665)
C (8.704741, 9.781555, 15.000397)
C (8.451283, 10.959722, 15.903290)
O (8.843078, 10.640792, 17.261217)
C (9.776816, 9.620760, 17.155416)
H (10.159359, 8.247366, 15.539515)
H (8.653829, 7.987061, 16.302297)
H (7.767998, 9.401416, 14.549605)
H (9.396350, 9.883500, 14.171570)
H (7.398386, 11.231944, 15.796942)
H (9.029016, 11.867321, 15.566424)
H (9.716568, 9.029652, 18.065061)
H (10.721088, 10.009265, 16.924103)
Cl (8.877369, 14.182072, 9.146653)
C (10.304461, 15.124626, 9.455911)
Cl (10.995278, 16.049394, 8.077263)
H (10.002562, 15.891676, 10.157949)
H (11.144802, 14.596266, 9.925165)
Cl (11.708419, 13.406624, 17.231475)
C (10.132727, 13.250955, 18.057295)
Cl (9.171730, 14.844233, 18.095556)
H (9.514770, 12.476435, 17.530821)
H (10.384789, 12.906355, 19.045537)
Cl (13.226155, 12.168494, 6.408985)
C (13.466992, 11.231533, 7.975649)
Cl (12.284255, 11.690611, 9.230975)
H (13.406662, 10.202995, 7.714959)
H (14.463160, 11.407258, 8.291378)
Cl (15.450381, 13.313166, 12.931631)
C (16.274008, 14.800660, 13.336197)
Cl (17.406157, 15.377620, 12.131644)
H (15.491800, 15.489850, 13.554288)
H (16.784687, 14.563564, 14.236913)
Cl (6.032424, 13.832040, 16.085343)
C (6.897794, 14.773906, 14.920730)
Cl (7.296763, 13.674866, 13.576801)
H (6.268822, 15.486910, 14.435116)
H (7.810280, 15.185142, 15.333291)

Forces on atoms 1 to 2 (eV/Å):
C 1.338 -1.709 -0.598
C -0.259 0.080 -0.306

Summary:
E_HOMO: -9.312 eV
HOMO-LUMO gap: 9.83 eV
Molecular weight: 929.414 g/mol
Net charge: 0
Lowest unoccupied orbital energy: 0.019 hartree
Energy above the lowest of the compared OMol25 structures with the same formula, charge and spin: 99.2 kJ/mol

# 2
Here is 6 unconnected molecules or ions with the total composition C33H66NO18 from OMol25. Energies are from ωB97M-V with the def2-TZVPD basis set.

Cartesian coordinates (Å):
C (6.254885, 0.593725, 0.967005)
C (6.072251, -0.144141, -0.353098)
O (5.719451, 0.807556, -1.342216)
C (4.669993, 0.543117, -2.266175)
C (3.832957, 1.805023, -2.388499)
C (2.980062, 2.050256, -1.141155)
C (2.681980, 3.518350, -0.848693)
C (2.030129, 3.780044, 0.514401)
C (0.526239, 3.411809, 0.697632)
C (0.040859, 4.159705, 1.959291)
C (0.040812, 5.693666, 1.876723)
O (0.852828, 6.318467, 2.866826)
C (0.393763, 1.889795, 0.990600)
C (-0.766320, 1.143038, 0.298921)
C (-2.130527, 1.476265, 0.909803)
C (-0.525507, -0.358448, 0.399788)
N (-0.731087, 1.499461, -1.141269)
O (-1.226557, 0.647162, -1.949936)
C (-0.863039, 2.912614, -1.575272)
C (-2.336796, 3.225863, -1.887009)
C (-0.084933, 3.040692, -2.893098)
C (-0.347767, 3.889499, -0.493730)
H (6.640578, 1.590068, 0.743618)
H (6.948416, 0.079923, 1.633692)
H (5.300239, 0.720342, 1.481666)
H (7.000196, -0.653531, -0.642388)
H (5.287935, -0.906842, -0.284210)
H (4.045597, -0.282698, -1.895601)
H (5.093653, 0.237972, -3.230299)
H (3.198503, 1.738642, -3.277480)
H (4.535894, 2.635033, -2.521270)
H (2.052791, 1.475156, -1.234626)
H (3.516318, 1.646473, -0.272540)
H (2.090006, 3.957610, -1.656725)
H (3.643198, 4.045119, -0.859742)
H (2.180033, 4.828142, 0.794095)
H (2.599737, 3.195228, 1.250708)
H (0.680113, 3.856855, 2.799240)
H (-0.962759, 3.802421, 2.208688)
H (-0.963133, 6.091624, 2.032290)
H (0.363233, 6.020149, 0.880869)
H (1.595230, 5.735554, 3.063739)
H (1.314365, 1.375170, 0.715337)
H (0.276133, 1.748212, 2.071005)
H (-2.921412, 0.971877, 0.350394)
H (-2.345250, 2.544880, 0.918086)
H (-2.152205, 1.116975, 1.941711)
H (-1.405784, -0.914623, 0.079900)
H (0.311096, -0.658735, -0.232619)
H (-0.322310, -0.626665, 1.438752)
H (-2.793936, 2.394888, -2.423056)
H (-2.921098, 3.445416, -0.993843)
H (-2.381053, 4.107744, -2.531954)
H (0.123035, 4.091302, -3.103300)
H (0.845299, 2.475054, -2.864987)
H (-0.675928, 2.644610, -3.719158)
H (-1.227734, 4.385582, -0.075830)
H (0.201041, 4.675845, -1.016777)
C (8.261586, -2.507070, 3.438139)
O (7.110379, -2.018356, 4.120631)
C (7.100542, -2.293844, 5.423517)
O (7.951002, -2.903072, 6.017461)
O (6.005769, -1.768177, 5.956015)
C (5.884436, -1.977528, 7.368980)
H (8.136433, -2.198995, 2.404210)
H (9.165921, -2.064732, 3.851870)
H (8.328060, -3.591440, 3.500753)
H (6.725664, -1.528207, 7.893165)
H (5.846645, -3.041676, 7.592982)
H (4.955841, -1.491901, 7.657215)
C (-1.779806, -3.909800, 5.245519)
O (-2.622608, -4.523789, 4.270626)
C (-2.396987, -4.127717, 3.020233)
O (-1.638349, -3.253716, 2.670124)
O (-3.153999, -4.860414, 2.206772)
C (-3.018549, -4.529671, 0.819645)
H (-2.082070, -4.317199, 6.204401)
H (-0.737904, -4.152240, 5.045235)
H (-1.904874, -2.829399, 5.242013)
H (-1.992271, -4.679298, 0.490089)
H (-3.306221, -3.494851, 0.643838)
H (-3.688342, -5.203923, 0.295734)
C (-6.711028, 1.634418, -7.037443)
O (-5.513475, 0.852377, -6.952603)
C (-4.753581, 1.136665, -5.890597)
O (-5.010309, 1.955566, -5.047015)
O (-3.675441, 0.361663, -5.929495)
C (-2.771799, 0.559058, -4.831914)
H (-7.216724, 1.298083, -7.937495)
H (-7.339283, 1.468772, -6.164296)
H (-6.469594, 2.692586, -7.113436)
H (-3.260137, 0.335298, -3.886396)
H (-2.412445, 1.585654, -4.818175)
H (-1.946766, -0.126162, -4.994140)
C (2.007650, -1.104513, 5.989903)
O (2.553205, -1.958230, 7.004861)
C (1.642402, -2.574200, 7.754508)
O (0.454805, -2.459386, 7.645258)
O (2.270774, -3.348707, 8.638318)
C (1.398475, -4.074199, 9.513900)
H (2.866470, -0.685646, 5.475250)
H (1.392881, -1.677899, 5.298292)
H (1.408421, -0.314748, 6.438805)
H (0.752036, -4.738507, 8.943660)
H (0.787539, -3.388508, 10.097418)
H (2.052818, -4.646674, 10.163349)
C (-9.203483, -5.000834, -10.200268)
O (-9.006147, -4.250444, -8.997433)
C (-7.966194, -3.416946, -9.037055)
O (-7.224688, -3.265028, -9.972824)
O (-7.890689, -2.784378, -7.869477)
C (-6.804746, -1.853149, -7.769726)
H (-10.073162, -5.622670, -10.013049)
H (-9.385764, -4.334341, -11.041051)
H (-8.332725, -5.618008, -10.412852)
H (-6.895107, -1.078941, -8.528710)
H (-5.850436, -2.361556, -7.889263)
H (-6.877765, -1.423741, -6.776202)

Forces on atoms 1 to 2 (eV/Å):
C -0.119 0.031 -0.122
C -0.156 -0.080 -0.145

Summary:
E_HOMO (spin up / spin down): -8.131 / -9.548 eV
HOMO-LUMO gap (spin up / spin down): 8.46 / 9.87 eV
Molecular weight: 764.880 g/mol
Net charge: 0
Lowest unoccupied orbital energy (spin up / spin down): 0.012 / 0.012 hartree
Spin multiplicity: 2